No. 1
{
  "formula": "CH4NO4PS",
  "method": "wB97M-V/def2-TZVPD",
  "elements": ["O", "C", "O", "N", "P", "O", "O", "S", "H", "H", "H", "H"],
  "xyz": [[2.163755, -0.952374, 1.151331], [1.426727, -0.204470, 0.581508], [1.846539, 0.573693, -0.448765], [0.065433, -0.047907, 1.015535], [-1.154611, 0.011426, -0.158218], [-1.110084, -1.420634, -0.812080], [-0.762572, 1.007923, -1.329926], [-2.854065, 0.478489, 0.613231], [1.852961, 0.052985, -1.252165], [-0.015141, 0.730254, 1.655458], [-0.977779, -2.051955, -0.099657], [-0.481164, 1.822567, -0.916251]],
  "forces_ev_per_a": [[-0.28, 0.24, -0.23], [0.75, -0.96, 1.05], [-0.50, 0.38, 0.12], [0.43, 0.46, -1.22], [-2.29, 0.98, 1.40], [0.92, 0.04, -0.69], [0.47, -1.00, -0.55], [0.40, -0.04, 0.18], [0.26, -0.15, -0.50], [-0.21, -0.11, 0.45], [-0.10, -0.52, 0.10], [0.15, 0.67, -0.11]],
  "homo_energy_ev": -9.187,
  "smiles": "O=C(O)NP(O)(O)=S"
}



No. 2
{
  "formula": "CH4NOP",
  "method": "wB97M-V/def2-TZVPD",
  "elements": ["C", "N", "O", "P", "H", "H", "H", "H"],
  "xyz": [[0.841706, 0.614854, -0.099806], [-0.316703, 1.185894, -0.460633], [1.868294, 1.192576, 0.468082], [0.991843, -1.213776, -0.285869], [-0.219044, 2.115340, -0.776970], [-1.138717, 0.594726, -0.550398], [1.554493, -1.611521, 0.904131], [-0.216386, -1.291011, 0.551458]],
  "forces_ev_per_a": [[5.09, 0.94, 3.78], [0.38, -0.97, 0.16], [-4.25, -1.31, -2.98], [-2.19, -0.44, 0.09], [-0.67, 1.11, -0.11], [0.36, 0.65, -0.43], [1.13, 0.40, 0.63], [0.15, -0.39, -1.13]],
  "homo_energy_ev": -9.301,
  "smiles": "NC(=O)P"
}



No. 3
{
  "formula": "CH4NOS",
  "method": "wB97M-V/def2-TZVPD",
  "elements": ["C", "N", "O", "S", "H", "H", "H", "H"],
  "xyz": [[-0.063422, 0.742183, 0.106434], [1.030747, 0.005741, -0.489146], [0.308909, -2.077086, -0.114542], [2.494554, 0.127324, 0.139725], [-0.280172, 1.597898, -0.584208], [-1.044183, 0.020788, 0.175957], [0.260504, 1.118400, 1.191911], [1.205369, -2.141792, -0.338499]],
  "forces_ev_per_a": [[-1.22, -0.81, 1.83], [-0.67, -0.58, -0.67], [-1.83, 0.74, 0.52], [0.17, 0.17, 0.33], [0.04, -0.49, 0.72], [2.51, 1.87, -0.18], [-0.96, -0.53, -2.05], [1.98, -0.36, -0.50]],
  "homo_energy_ev": [-2.593, -2.988],
  "charge": -1
}



No. 4
{
  "formula": "CH4NS",
  "method": "wB97M-V/def2-TZVPD",
  "elements": ["S", "H", "C", "N", "H", "H", "H"],
  "xyz": [[-1.520364, 0.548901, 0.135269], [-2.672570, -0.148957, 0.028582], [1.823526, -0.852407, 0.306239], [1.491274, -0.170623, -0.702193], [1.063892, -1.283136, 0.975462], [2.818083, -0.827335, 0.766942], [0.459801, -0.023874, -0.545745]],
  "forces_ev_per_a": [[-0.44, 0.03, 0.18], [0.26, 0.04, -0.02], [-0.33, 0.60, 1.14], [0.05, 0.46, 0.79], [-0.04, 0.06, -0.04], [0.44, -0.61, -0.84], [0.06, -0.58, -1.21]],
  "homo_energy_ev": -2.831,
  "charge": -1
}



No. 5
{
  "formula": "CH4NS",
  "method": "wB97M-V/def2-TZVPD",
  "elements": ["S", "H", "C", "N", "H", "H", "H"],
  "xyz": [[2.773015, -0.210763, -0.531948], [2.369502, -1.043153, -1.487487], [-1.023602, 0.227819, 0.012680], [-1.593934, 0.634328, 1.116292], [0.039961, -0.173146, -0.030250], [-1.509370, 0.236787, -0.981743], [-1.055571, 0.328125, 1.902454]],
  "forces_ev_per_a": [[0.00, 0.21, 0.29], [-0.10, -0.24, -0.28], [0.70, -0.08, 1.74], [-0.28, -1.05, -3.13], [-1.10, 0.27, 0.19], [-0.16, 0.64, 0.69], [0.94, 0.26, 0.50]],
  "homo_energy_ev": -2.668,
  "charge": -1
}



No. 6
{
  "formula": "CH4O10P4",
  "method": "wB97M-V/def2-TZVPD",
  "elements": ["C", "O", "O", "O", "O", "O", "O", "O", "O", "O", "O", "P", "P", "P", "P", "H", "H", "H", "H"],
  "xyz": [[-0.139564, 1.092885, 0.260255], [1.745707, -3.788380, -0.527697], [2.767903, -1.994905, 1.014499], [1.002067, -1.216154, -0.612169], [-0.698247, -1.469478, 1.360216], [-1.764355, -1.970640, 0.505644], [-1.449859, -3.251155, 0.074525], [-0.884593, -3.206211, -1.226364], [2.860736, 1.909738, -0.991391], [4.255692, 1.720999, -0.605350], [2.930763, 0.443504, 0.991872], [0.406065, -0.561486, 0.658518], [2.430775, -2.515711, -0.741928], [2.328327, -0.793738, 1.837827], [3.302831, 0.449081, -0.548444], [-0.767597, 1.251936, -0.636669], [0.813568, 1.440240, -0.063634], [-0.693524, 1.537723, 1.045553], [0.043938, -3.433025, -0.997241]],
  "forces_ev_per_a": [[-0.81, -1.22, -1.70], [-0.63, -0.64, -0.20], [0.57, -1.99, -1.42], [-0.29, 0.29, -0.48], [0.02, -0.49, 0.52], [-0.20, -0.31, -0.74], [-0.22, 0.34, 0.01], [-0.31, 0.10, 0.76], [-1.80, 1.64, -0.93], [2.16, 1.06, 0.18], [0.07, 1.16, 0.89], [-0.01, -0.75, -0.83], [0.02, 0.78, 0.96], [-0.74, 0.61, 2.48], [0.91, -1.81, -1.14], [0.15, -0.88, 0.26], [0.68, 1.51, 0.43], [0.27, 0.76, 1.12], [0.17, -0.15, -0.17]],
  "homo_energy_ev": -9.822
}



No. 7
{
  "formula": "CH4O2",
  "method": "wB97M-V/def2-TZVPD",
  "elements": ["O", "C", "H", "H", "O", "H", "H"],
  "xyz": [[-0.642610, -0.146620, -1.033720], [0.000000, 0.000000, 0.000000], [-0.036370, -0.897210, 0.662680], [0.540750, 0.893860, 0.392500], [0.903060, -2.146319, 0.396580], [1.721289, -2.308199, 0.918640], [1.162369, -1.467409, -0.266820]],
  "forces_ev_per_a": [[1.40, 1.32, 0.50], [-2.93, -0.39, 0.41], [-0.57, 2.13, 0.40], [-0.09, 0.18, -0.97], [2.70, -1.68, -0.17], [-0.72, -0.09, -0.53], [0.20, -1.46, 0.35]],
  "homo_energy_ev": -9.377,
  "smiles": "C=O.O"
}



No. 8
{
  "formula": "CH4O2",
  "method": "wB97M-V/def2-TZVPD",
  "elements": ["O", "C", "H", "H", "O", "H", "H"],
  "xyz": [[-1.372713, -0.563910, -1.087013], [-2.262683, -0.913540, -0.289883], [-3.047193, -1.650510, -0.584623], [-2.252373, -0.589650, 0.778036], [3.110595, 1.242139, 0.773206], [2.207166, 1.019459, 0.453067], [3.617204, 1.456009, -0.042793]],
  "forces_ev_per_a": [[-2.59, -0.83, 2.24], [2.41, 0.32, -1.72], [0.26, 0.47, 0.03], [-0.05, 0.04, -0.54], [-0.39, 0.00, -1.15], [0.97, 0.24, 0.28], [-0.60, -0.25, 0.86]],
  "homo_energy_ev": -10.519,
  "smiles": "C=O.O"
}



No. 9
{
  "formula": "CH4O2",
  "method": "wB97M-V/def2-TZVPD",
  "elements": ["C", "O", "O", "H", "H", "H", "H"],
  "xyz": [[-0.884094, 1.242681, -0.616438], [0.886098, -0.596186, 1.869258], [-0.710070, 0.089384, -0.724246], [-0.705872, 1.832420, -1.535122], [-1.045869, 1.590856, 0.403393], [0.402809, -1.441222, 1.749254], [0.927695, -0.047728, 1.088835]],
  "forces_ev_per_a": [[0.65, 1.61, -0.15], [0.00, -0.70, 1.15], [0.26, -3.59, -0.45], [-0.51, 0.85, 0.50], [-0.41, 1.17, 0.06], [0.44, 1.24, -0.60], [-0.42, -0.58, -0.52]],
  "homo_energy_ev": -10.440,
  "smiles": "C=O.O"
}



No. 10
{
  "formula": "CH4O2",
  "method": "wB97M-V/def2-TZVPD",
  "elements": ["O", "C", "H", "H", "H", "H", "O"],
  "xyz": [[0.211326, -0.454627, -0.433701], [0.327920, -0.272594, -1.615667], [-0.239445, 0.556808, -2.048044], [0.973570, -0.880754, -2.272488], [0.264158, 0.456493, 1.787817], [-1.134121, 0.615933, 2.290512], [-0.403407, -0.021259, 2.291572]],
  "forces_ev_per_a": [[0.44, -0.33, -0.25], [-0.29, 0.28, 0.55], [-0.01, 0.14, -0.60], [-0.04, -0.04, 0.09], [0.11, -0.33, -0.12], [0.10, -0.39, 0.12], [-0.31, 0.67, 0.21]],
  "homo_energy_ev": -10.349,
  "smiles": "C=O.O"
}